No. 1
This record from the OMol25 dataset describes a 9-piece molecular cluster, C19H56O11 overall in a non-equilibrium geometry. The level of theory is wB97M-V/def2-TZVPD.

Results
- Highest occupied orbital energy: -9.505 eV
- Total charge: 0
- Orbital gap: 9.7 eV

Each line ends with the Mulliken charge.
Positions of all 86 atoms, in Å:
O: -3.012 -1.232 -0.764  -0.7431
O: -3.386 0.675 -2.677  -0.7111
O: -2.257 -2.632 3.884  -0.5877
O: 1.532 1.317 -0.365  0.0916
O: -1.718 2.756 2.160  -0.6244
O: -0.738 -0.233 0.235  1.6082
O: 0.879 2.794 1.825  -0.5839
O: 2.135 -2.774 -3.910  -0.5245
O: 0.245 -2.340 2.313  -0.5386
O: 2.282 -4.780 1.946  -0.5197
O: -2.639 1.833 -0.370  -0.2799
C: -2.720 3.186 -0.106  -0.4283
C: 1.398 3.269 -1.725  -1.5462
C: 3.364 1.711 -1.906  -1.0978
C: 3.078 -2.661 -2.896  0.5282
C: 3.183 2.547 2.611  -1.2058
C: 0.878 -4.814 2.232  -0.6957
C: -3.169 -1.901 3.123  0.3586
C: 0.094 -3.562 1.664  0.2024
C: 4.350 -2.101 -3.460  -1.4384
C: -3.757 -2.661 1.951  -1.1567
C: -1.366 -0.412 -3.235  -1.2538
C: 1.853 1.818 -1.696  0.9498
C: -2.410 0.593 -3.692  0.6628
C: 1.696 2.542 2.948  0.5808
C: -1.842 1.981 -3.956  -1.2353
C: 2.419 -1.891 -1.832  -0.5348
C: -2.813 3.303 1.449  -0.7395
C: -2.607 -0.588 2.834  -0.2856
C: 1.251 1.199 3.506  -0.9731
H: -3.064 -0.069 1.991  0.0883
H: -2.902 -2.852 1.303  0.0326
H: 0.112 -0.006 -0.143  -0.3096
H: 4.614 -2.670 -4.352  0.4731
H: 1.183 -2.163 2.211  0.2060
H: -2.769 0.092 3.671  0.2909
H: 2.104 -0.876 -2.075  -0.3670
H: -1.290 2.494 -3.168  0.0930
H: 3.749 0.731 -2.188  0.0610
H: 1.316 1.246 -2.452  0.2253
H: 2.546 -3.173 -4.680  0.3049
H: 3.528 3.577 2.514  0.3496
H: -1.873 3.740 -0.512  0.1655
H: 1.607 2.022 0.283  -0.1280
H: -1.726 -1.367 -2.852  0.4756
H: -3.138 -0.584 -1.457  0.3512
H: 1.618 0.896 4.486  0.4566
H: -0.768 -0.070 -2.390  -0.1055
H: -0.042 2.931 2.061  0.3974
H: -2.026 2.489 3.029  0.2062
H: -3.954 -1.774 3.868  0.3431
H: 1.583 0.554 2.692  0.0125
H: -2.963 0.175 -4.534  0.3481
H: 1.551 -2.457 -1.495  0.1781
H: 0.356 3.358 -1.419  0.1306
H: -3.610 3.551 -0.619  0.4196
H: 1.419 3.807 -2.673  0.4259
H: 0.801 -4.982 3.306  0.3027
H: -3.109 1.218 -1.936  0.5565
H: -2.161 1.435 0.361  -0.0489
H: -2.962 4.349 1.717  0.4285
H: 4.309 -1.044 -3.723  0.3000
H: 0.415 -3.409 0.634  -0.0606
H: -0.692 -0.673 -4.050  0.5347
H: -2.340 -0.851 -0.199  0.1427
H: 3.100 -1.785 -0.988  0.4779
H: -3.759 2.836 1.724  0.3881
H: 3.910 1.858 -0.974  0.1627
H: 0.405 -5.668 1.747  0.3805
H: 1.869 3.883 -0.958  0.4131
H: 3.815 2.413 -2.608  0.3974
H: -2.647 2.608 -4.338  0.3541
H: -0.932 -3.928 1.649  0.2630
H: 5.144 -2.298 -2.740  0.3151
H: 3.258 -3.691 -2.589  0.2173
H: -1.405 -2.379 3.521  0.3110
H: -1.536 -0.569 2.632  -0.3436
H: -4.187 -3.625 2.222  0.3658
H: -4.529 -2.078 1.448  0.3536
H: 3.787 2.028 3.354  0.3881
H: -1.065 1.910 -4.717  0.4401
H: 2.628 -3.928 2.221  0.3020
H: 0.173 1.090 3.619  0.0988
H: -0.528 -0.617 1.086  -0.3072
H: 3.347 2.100 1.630  0.0690
H: 1.526 3.252 3.757  0.3943

No. 2
This record from the OMol25 dataset describes a 9-piece molecular cluster, C19H56O9 overall in a non-equilibrium geometry. The level of theory is wB97M-V/def2-TZVPD.

Results
- Highest occupied orbital energy: -8.960 eV
- Total charge: 0
- Orbital gap: 9.4 eV

Each line ends with the Mulliken charge.
Positions of all 84 atoms, in Å:
O: -3.513 -0.648 -4.733  -0.4676
O: -1.413 0.088 5.147  -0.5963
O: 3.756 1.005 3.933  -0.5814
O: -0.106 1.189 -1.148  -0.5115
O: -0.234 3.069 -3.117  -0.5771
O: 0.189 -1.515 -0.775  0.3037
O: 0.709 -3.849 0.765  -0.6616
O: -2.028 -0.770 1.189  -0.1669
O: 3.458 -0.659 -3.800  -0.4550
C: -0.199 1.710 0.174  -0.4817
C: 1.047 3.655 -3.017  -0.4910
C: -0.228 -3.683 1.608  1.3808
C: -3.063 0.649 -2.976  -0.6611
C: 3.131 -1.311 4.190  -1.0185
C: -0.078 -2.097 -1.993  -0.7404
C: -1.969 1.612 3.437  -1.2865
C: -3.674 0.552 -4.425  0.5768
C: -3.211 -0.246 0.629  -0.8715
C: 0.336 -2.649 2.512  -0.6130
C: -5.040 1.033 -4.435  -1.6948
C: -0.683 -4.939 2.324  -1.5680
C: 2.619 0.444 -2.221  -1.1822
C: 3.659 0.459 -3.247  0.4374
C: 3.498 1.595 -4.209  -1.3140
C: -0.974 0.692 4.171  2.3449
C: 3.588 -0.144 3.331  0.0672
C: 0.082 1.541 4.812  -1.3998
C: 2.528 0.078 2.207  -0.2402
H: 4.585 0.544 -2.713  0.2519
H: 0.733 -3.157 0.092  0.4171
H: 0.080 -5.776 2.317  0.2788
H: 1.600 3.213 -2.179  0.1209
H: -0.995 -1.606 -2.226  0.2261
H: 0.867 0.842 5.179  0.0482
H: -5.288 1.953 -3.956  0.3949
H: 0.643 -1.813 -2.770  0.1344
H: -0.318 -3.153 -1.934  0.4436
H: 1.571 3.563 -3.923  0.3557
H: 0.580 2.453 0.361  0.4778
H: 2.308 -0.829 1.595  0.3125
H: 4.473 -0.402 2.668  0.3589
H: -0.298 2.043 5.670  0.5667
H: -5.769 0.360 -3.979  0.3805
H: 1.234 -3.095 3.008  0.3405
H: 2.722 -0.237 -1.503  0.6593
H: 3.939 -1.442 4.917  0.3880
H: -4.002 -0.165 1.385  0.3497
H: 0.661 -1.719 2.028  -0.7558
H: -0.294 -2.431 3.333  0.3895
H: -5.461 1.212 -5.401  0.4555
H: 3.068 1.092 4.620  0.3925
H: -1.597 1.865 2.457  0.0646
H: 2.621 1.386 -1.689  0.3855
H: 3.814 2.608 -3.742  0.2440
H: -3.494 -0.147 -2.350  0.1722
H: -2.021 0.476 -3.015  -0.1647
H: -1.079 2.318 0.288  0.3907
H: -0.211 0.923 0.965  -0.2192
H: 2.151 -1.097 4.758  0.1719
H: -2.962 1.207 3.294  0.3636
H: 1.594 0.417 2.711  -0.4744
H: -3.623 -0.962 -0.141  0.3326
H: 0.092 -0.560 -0.917  -0.0080
H: -1.310 -0.880 0.550  0.0525
H: 0.540 2.341 4.113  0.2616
H: -3.259 1.596 -2.478  0.5196
H: 4.191 1.506 -5.033  0.5125
H: -3.096 1.186 -5.102  0.1269
H: 0.818 4.702 -2.689  0.2853
H: -1.547 -5.241 1.792  0.4216
H: 2.739 0.929 1.586  0.3669
H: 2.502 1.709 -4.735  0.2090
H: -2.120 2.587 3.918  0.3824
H: 2.964 -2.244 3.667  0.3445
H: -0.964 -4.787 3.349  0.3531
H: 4.064 -0.731 -4.469  0.3785
H: 1.656 0.351 -2.644  -0.0824
H: -2.185 -0.412 4.797  0.4822
H: -1.104 -3.372 0.950  -0.1711
H: -0.147 2.217 -3.509  0.3026
H: -0.532 -0.072 3.521  -1.1076
H: -3.134 0.674 0.056  0.2439
H: -0.107 1.982 -1.708  -0.0114
H: -4.082 -0.787 -5.475  0.3535

No. 3
This record from the OMol25 dataset describes C19H58F6N15O21S2 as an isolated structure in a non-equilibrium geometry. The level of theory is wB97M-V/def2-TZVPD.

Results
- Highest occupied orbital energy: -6.938 eV
- Total charge: -1
- Orbital gap: 8.6 eV

Each line ends with the Mulliken charge.
Positions of all 121 atoms, in Å:
S: -8.405 -17.479 -19.734  0.4602
S: -7.399 -17.732 -17.343  1.4715
F: -10.061 -19.367 -20.504  0.0585
F: -8.294 -19.766 -15.922  -0.2234
F: -7.020 -18.379 -14.861  -0.1295
F: -9.045 -17.808 -15.287  -0.0703
F: -9.482 -17.960 -22.028  -0.1722
F: -10.944 -17.375 -20.522  -0.0674
O: -8.318 -16.055 -19.895  0.0319
O: -9.429 -12.631 -20.069  -0.6276
O: -10.984 -17.705 -26.552  -0.6551
O: -10.906 -21.346 -23.186  -0.5559
O: -16.654 -19.778 -19.890  -0.5382
O: -7.167 -16.341 -17.115  -0.9128
O: -6.346 -18.564 -17.824  -0.9326
O: -9.656 -23.976 -18.601  -0.7249
O: -5.058 -13.349 -20.726  -0.7359
O: -11.125 -19.295 -17.991  0.1672
O: -9.318 -14.861 -12.027  -0.5536
O: -1.949 -17.337 -21.359  -0.6048
O: -2.885 -16.529 -15.084  -0.7074
O: -13.672 -19.457 -19.380  -0.4663
O: -5.390 -21.551 -14.237  -0.6327
O: -10.781 -15.049 -22.256  -0.7194
O: -4.565 -18.283 -20.601  -0.5181
O: -12.039 -15.919 -12.898  -0.5316
O: -10.555 -16.464 -17.157  -0.4834
O: -10.593 -24.375 -23.259  -0.5848
O: -7.343 -18.290 -20.261  -0.7037
N: -12.954 -16.735 -25.979  -0.3737
N: -3.345 -16.933 -17.294  -0.2459
N: -10.669 -13.109 -23.471  -0.4127
N: -7.393 -22.638 -14.328  -0.3770
N: -7.047 -20.880 -12.857  -0.3936
N: -7.050 -13.288 -19.607  -0.2547
N: -9.287 -21.779 -18.074  0.0452
N: -11.067 -16.402 -24.689  -0.0927
N: -8.828 -17.894 -18.242  -0.7584
N: -11.392 -22.506 -18.643  -0.2173
N: -10.386 -14.630 -19.532  0.1542
N: -8.998 -13.618 -21.997  0.0318
N: -8.745 -13.738 -18.194  -0.0847
N: -5.421 -14.754 -18.933  -0.0273
N: -4.297 -18.242 -15.634  -0.1433
C: -11.686 -18.603 -16.893  -0.7920
C: -4.379 -17.201 -21.476  0.3901
C: -9.581 -15.804 -13.063  -0.3214
C: -8.003 -18.490 -15.751  0.3281
C: -10.810 -16.646 -12.787  -0.2474
C: -9.520 -13.592 -19.322  0.2846
C: -15.764 -18.787 -20.393  -0.6580
C: -11.621 -17.030 -25.774  0.5589
C: -10.024 -22.171 -22.407  0.3015
C: -3.085 -16.489 -21.144  -0.4026
C: -6.535 -21.687 -13.851  0.6630
C: -10.075 -22.842 -18.428  0.5029
C: -5.756 -13.722 -19.788  0.0815
C: -3.459 -17.196 -15.940  0.5113
C: -11.816 -17.120 -17.171  -0.0849
C: -10.648 -23.510 -22.123  -0.0879
C: -9.840 -18.072 -20.759  0.1812
C: -14.673 -18.451 -19.413  -0.0801
C: -10.214 -13.999 -22.535  0.6808
H: -5.816 -14.768 -18.008  0.1065
H: -8.353 -22.801 -14.098  0.1564
H: -3.606 -17.626 -17.974  0.2029
H: -4.778 -18.718 -16.373  0.1483
H: -10.841 -17.581 -13.335  0.2689
H: -8.381 -13.227 -22.690  0.3444
H: -1.897 -17.994 -20.660  0.3387
H: -12.306 -17.014 -18.154  -0.1816
H: -10.753 -23.884 -24.071  0.3257
H: -8.757 -14.606 -17.687  0.1531
H: -11.160 -18.805 -15.951  0.2111
H: -13.467 -16.137 -25.363  0.1735
H: -9.934 -17.000 -17.686  0.3726
H: -6.476 -20.087 -12.631  0.2032
H: -11.688 -23.377 -21.805  0.1261
H: -12.474 -16.605 -16.471  0.5324
H: -11.770 -21.619 -18.357  0.1216
H: -11.629 -15.913 -24.012  0.0580
H: -4.285 -18.504 -14.668  0.1190
H: -9.756 -20.905 -17.908  0.0254
H: -9.046 -22.271 -22.887  0.2401
H: -6.985 -23.307 -14.958  0.2190
H: -4.440 -14.980 -18.968  0.1410
H: -4.351 -17.464 -22.541  0.2822
H: -7.975 -20.922 -12.484  0.1768
H: -12.868 -19.051 -19.031  0.1595
H: -10.033 -14.222 -11.966  0.3294
H: -15.341 -19.028 -21.375  0.2922
H: -16.369 -17.893 -20.569  0.3458
H: -10.109 -16.505 -24.414  0.0893
H: -10.722 -16.868 -11.712  0.3334
H: -13.287 -16.964 -26.896  0.2133
H: -10.101 -24.049 -21.348  0.1473
H: -15.048 -18.098 -18.444  0.2908
H: -16.142 -20.452 -19.434  0.3333
H: -11.058 -20.567 -22.646  0.3117
H: -12.025 -23.248 -18.874  0.2199
H: -5.527 -18.409 -20.553  0.4684
H: -10.136 -12.265 -23.567  0.1494
H: -7.300 -12.399 -20.002  0.2441
H: -9.642 -15.302 -14.037  0.3027
H: -10.237 -18.917 -18.192  0.1538
H: -10.395 -15.407 -18.889  -0.1300
H: -5.140 -16.408 -21.386  -0.1786
H: -14.210 -17.529 -19.820  0.1703
H: -2.900 -15.642 -21.801  0.3442
H: -8.685 -16.423 -13.106  0.1410
H: -9.796 -21.657 -21.467  -0.3021
H: -8.346 -21.900 -17.753  0.0811
H: -3.119 -16.160 -20.098  0.0118
H: -8.574 -14.220 -21.306  -0.2488
H: -11.475 -13.232 -24.049  0.2229
H: -7.709 -13.743 -19.000  -0.2722
H: -2.900 -16.066 -17.522  0.1996
H: -7.992 -13.097 -18.038  0.6390
H: -11.863 -15.032 -12.575  0.3011
H: -12.688 -19.015 -16.725  0.4925
H: -10.902 -14.674 -20.390  0.2814

No. 4
This record from the OMol25 dataset describes a 16-piece molecular cluster, C19H58N18O30P overall in a non-equilibrium geometry. The level of theory is wB97M-V/def2-TZVPD.

Results
- Highest occupied orbital energy: -11.956 eV
- Total charge: +1
- Orbital gap: 9.2 eV

Each line ends with the Mulliken charge.
Positions of all 126 atoms, in Å:
P: 4.522 -3.310 -0.937  0.5936
O: -3.939 -7.703 2.941  -0.5332
O: -2.467 0.046 0.928  -0.4691
O: 4.270 1.163 -7.226  -0.5361
O: 5.241 -0.008 -1.770  -0.5371
O: 4.696 -0.947 -6.758  -0.5582
O: -5.194 -2.572 1.138  -0.5533
O: 9.885 1.060 -4.834  -0.4929
O: 4.970 4.255 1.829  -0.5543
O: -5.430 -4.716 0.690  -0.5892
O: -5.287 -7.946 4.666  -0.5295
O: 0.406 4.818 5.095  -0.4773
O: -1.875 4.639 2.627  -0.4597
O: 3.243 2.969 1.364  -0.7055
O: 2.054 3.366 5.260  -0.5263
O: 7.839 0.758 -5.595  -0.5030
O: -8.467 -8.336 1.899  -0.4939
O: -6.752 9.487 -2.250  -0.5032
O: 1.785 -7.951 -1.244  -0.4461
O: 4.815 2.103 -2.237  -0.4947
O: -2.538 -3.888 3.258  -0.5785
O: -5.838 7.616 -2.971  -0.5147
O: 3.030 7.852 -0.137  -0.5553
O: -0.507 5.880 1.427  -0.4700
O: -1.684 -1.884 3.586  -0.4788
O: 0.301 9.401 -3.253  -0.5185
O: 2.794 5.708 -0.586  -0.4926
O: -1.742 9.582 -2.450  -0.5220
O: -3.677 0.042 2.769  -0.4113
O: -9.677 -8.340 3.740  -0.4807
O: -0.261 -8.254 -2.005  -0.4918
N: 8.916 0.355 -5.139  0.8117
N: -0.235 -3.845 -0.994  -0.1053
N: 4.611 0.250 -6.464  0.9786
N: 2.751 -3.478 -0.803  0.0267
N: -0.550 9.268 -2.366  0.8655
N: 0.816 -8.657 -1.549  0.7433
N: 3.458 6.746 -0.489  0.9228
N: -5.934 8.848 -2.923  0.8312
N: -2.469 -2.803 3.847  0.9551
N: -1.556 5.686 2.053  0.7956
N: -9.404 -7.940 2.602  0.8117
N: 5.117 -3.543 0.586  -0.6886
N: 0.857 3.675 5.231  0.8362
N: -3.404 0.442 1.632  0.7970
N: 3.761 3.993 1.823  1.1289
N: -5.024 -7.567 3.519  0.8858
N: 5.156 1.190 -1.476  0.8074
N: -4.766 -3.678 0.786  0.9820
C: -0.101 8.675 -1.076  -0.4342
C: 0.963 -10.123 -1.346  -0.7168
C: -0.134 2.574 5.374  -0.7867
C: 0.425 -2.486 -1.028  -0.8390
C: 4.949 0.634 -5.067  -0.7262
C: -3.417 -2.577 4.972  -0.7727
C: -6.107 -6.885 2.762  -0.4861
C: 1.961 -2.505 -1.677  -0.3171
C: -10.287 -6.887 2.031  -0.7181
C: 2.219 -4.868 -1.145  -0.7109
C: 9.063 -1.112 -4.936  -0.7020
C: 5.494 1.574 -0.078  -0.5265
C: -3.319 -3.761 0.449  -0.5281
C: 4.905 6.663 -0.827  -0.6780
C: -2.524 6.813 2.125  -0.7221
C: -4.980 9.638 -3.747  -0.6345
C: 0.696 -4.948 -0.545  -0.5075
C: -4.287 1.495 1.061  -0.8176
C: 2.843 5.000 2.420  -0.1853
H: 5.230 -0.263 -4.512  0.2510
H: -2.664 7.061 3.179  0.3049
H: 2.316 4.517 3.245  -0.1920
H: -3.083 -4.787 0.157  0.3065
H: 5.468 6.951 0.063  0.3029
H: 5.775 0.676 0.476  0.3386
H: -5.299 1.089 1.018  0.3054
H: -0.749 2.565 4.471  0.2767
H: 2.850 -5.745 -0.672  0.4342
H: 1.803 -10.458 -1.960  0.2960
H: -11.299 -7.293 1.989  0.2941
H: -2.756 -3.474 1.339  0.0928
H: 1.900 -2.960 -2.778  0.3244
H: -0.755 -4.074 -1.868  0.3493
H: 0.555 -2.038 0.066  0.2545
H: 5.783 1.337 -5.111  0.2918
H: -6.301 -7.473 1.862  0.2831
H: -4.234 2.363 1.721  0.2870
H: 0.040 -10.617 -1.655  0.3022
H: 2.441 -1.441 -1.761  0.2987
H: 5.090 7.352 -1.654  0.3075
H: -3.134 -3.073 -0.378  0.2562
H: 2.456 -3.256 0.195  0.4916
H: 0.401 1.629 5.486  0.3207
H: 2.151 5.320 1.639  0.1770
H: 8.140 -1.606 -5.245  0.2770
H: -4.405 10.272 -3.070  0.2460
H: 5.132 -4.231 -1.882  0.1445
H: 9.255 -1.281 -3.875  0.2852
H: 0.964 8.448 -1.144  0.0930
H: -0.290 9.411 -0.292  0.2864
H: -5.567 10.235 -4.448  0.2861
H: 4.607 2.037 0.360  0.1134
H: 4.872 -1.921 -1.242  0.0954
H: -0.734 2.785 6.261  0.3083
H: -9.931 -6.632 1.031  0.3082
H: 4.327 -3.774 1.244  0.2186
H: 6.328 2.277 -0.123  0.3039
H: 5.141 5.638 -1.118  0.2061
H: -0.210 -1.707 -1.636  0.3837
H: -7.000 -6.835 3.389  0.2566
H: -4.323 8.950 -4.283  0.2914
H: -10.234 -6.019 2.692  0.2909
H: -3.457 6.475 1.669  0.3232
H: -3.931 1.750 0.060  0.3190
H: 9.903 -1.446 -5.550  0.2971
H: 0.232 -5.969 -0.954  0.1511
H: -0.681 7.764 -0.914  0.2285
H: -2.823 -2.404 5.872  0.3114
H: 1.155 -10.292 -0.285  0.3001
H: -4.023 -1.704 4.722  0.2755
H: -4.045 -3.463 5.088  0.2948
H: -2.116 7.666 1.579  0.2316
H: 4.062 1.097 -4.628  0.3144
H: -5.755 -5.882 2.513  0.1173
H: 3.433 5.845 2.782  0.2963
H: 2.221 -5.067 -2.317  0.2831
H: 0.791 -5.068 0.621  0.2140